Entry 1:
Formula: C6H10S2
Source: the Open Molecules 2025 dataset
Level of theory: ωB97M-V/def2-TZVPD

Net charge: 0
HOMO in eV: -8.92
E_tot in hartree: -1030.92954

```
18
Properties=species:S:1:pos:R:3:forces:R:3
C 1.9708 0.0946 -0.4948 -0.33 0.09 -1.40
C 0.7792 0.7886 0.0683 -0.53 0.50 -0.65
C -0.5097 -0.0747 0.0770 0.58 0.03 -0.52
C -1.5005 0.6911 0.9189 1.14 1.86 -0.17
C -0.1632 -1.4389 0.6421 -1.33 0.33 1.62
S -0.8006 -2.0655 2.0115 0.70 0.23 -1.08
C -1.0541 -0.4161 -1.3092 0.05 0.98 -1.13
S -0.7166 0.3602 -2.7083 -0.21 -0.46 1.03
H 2.1950 -0.7520 0.1002 0.43 -1.05 0.34
H 1.7628 -0.1857 -1.5505 0.49 0.00 0.67
H 2.8208 0.7375 -0.4440 0.69 0.48 -0.21
H 0.6377 1.7731 -0.4489 -0.28 -0.88 0.42
H 0.9648 0.9806 1.1072 0.13 0.39 0.63
H -1.0087 0.9086 1.8894 -0.54 -0.15 -0.47
H -1.7712 1.6588 0.4354 0.36 -0.63 0.24
H -2.3755 0.1645 1.0679 -1.90 -1.15 0.53
H 0.5255 -1.9733 0.0294 0.46 -0.67 -0.24
H -1.7567 -1.2513 -1.3917 0.10 0.10 0.39
```
Forces are in eV/Å.

Here are the Mulliken charges for atoms 1 to 4, given in e: -1.2699, -0.8217, 1.9537, -1.9266

---

Entry 2:
Formula: C6H11BBrNO5
Source: the Open Molecules 2025 dataset
Level of theory: ωB97M-V/def2-TZVPD

Net charge: 0
HOMO in eV: -9.63
E_tot in hartree: -3265.12840

```
25
Properties=species:S:1:pos:R:3:forces:R:3
C -2.1665 1.8807 -0.4816 -0.14 0.06 0.07
C -1.1056 0.8708 -0.9201 0.15 0.20 0.04
N -0.0743 0.6527 0.1204 -0.32 0.00 -0.29
C -0.2450 -0.6055 0.8616 0.11 0.18 0.27
B -1.6443 -0.6168 1.6313 -0.09 -0.11 -0.03
O -2.6504 -1.4658 1.2682 0.11 -0.07 -0.07
O -1.8914 0.2067 2.6826 0.11 0.17 -0.11
C 1.2293 0.8671 -0.3805 0.24 0.03 0.54
O 1.9819 1.6863 0.0462 -0.15 -0.18 -0.06
O 1.5936 0.0917 -1.4711 0.11 0.06 -0.25
C 2.1788 -1.1730 -1.2481 -0.01 -0.01 -0.37
C 3.2773 -1.2203 -0.2102 0.16 -0.26 0.61
O 3.2522 -1.9495 0.7272 -0.03 0.16 -0.18
Br 4.8004 -0.0950 -0.5335 0.02 0.08 -0.14
H -2.2997 2.6618 -1.2262 -0.02 0.02 -0.09
H -1.8585 2.3645 0.4413 0.03 0.03 0.06
H -3.1375 1.4210 -0.3146 -0.05 -0.08 0.07
H -1.5630 -0.0794 -1.1958 -0.01 -0.16 -0.06
H -0.6127 1.2382 -1.8169 0.08 -0.01 -0.08
H 0.5458 -0.6583 1.6143 0.09 -0.06 0.03
H -0.1346 -1.4961 0.2316 -0.08 -0.02 -0.15
H -2.3832 -2.0230 0.5306 -0.15 -0.02 0.08
H -1.1683 0.8322 2.7999 -0.06 0.03 0.12
H 1.4471 -1.9240 -0.9618 -0.07 -0.02 0.08
H 2.6286 -1.4671 -2.1949 -0.01 0.00 -0.09
```
Forces are in eV/Å.

Here are the Mulliken charges for atoms 1 to 4, given in e: -1.2452, -0.3429, 0.3404, -0.8810

---

Entry 3:
Formula: C6H11BN2
Source: the Open Molecules 2025 dataset
Level of theory: ωB97M-V/def2-TZVPD

Net charge: 0
HOMO in eV: -8.42
E_tot in hartree: -369.55879

```
20
Properties=species:S:1:pos:R:3:forces:R:3
C -1.5448 1.2833 -0.9705 1.09 1.98 -0.57
B -0.2759 1.1988 0.0661 -1.31 3.66 1.18
N -0.0786 2.7329 0.8239 0.69 -4.94 -1.04
C 0.4266 -0.0523 0.5911 0.76 -0.83 3.52
C 0.5692 -0.3128 2.0108 0.44 -0.79 -2.12
C 0.9969 -1.6557 2.2185 -0.32 2.98 -0.03
C 1.2180 -2.1198 0.9725 -0.50 -2.03 1.15
N 0.8127 -1.2677 0.0580 -1.13 1.74 -3.03
C 0.6499 -1.6071 -1.3566 1.07 -0.97 -0.36
H -2.1373 0.3783 -1.0722 0.05 -0.12 0.10
H -1.2044 1.5927 -2.0627 -0.79 -0.38 2.16
H -2.1958 2.1248 -0.4920 0.88 -1.50 -1.33
H -0.0045 2.6982 1.8418 0.38 -0.13 -0.41
H -0.8628 3.2875 0.6177 -1.11 0.76 -0.41
H 0.5022 0.3610 2.7926 -0.55 1.46 1.16
H 1.1505 -2.1169 3.1585 0.24 -0.44 0.49
H 1.3938 -3.1519 0.8662 0.54 -0.94 -1.24
H 0.1364 -0.8774 -1.9891 -0.16 0.15 0.79
H 1.6638 -1.6972 -1.8057 -0.63 -0.24 0.17
H 0.1171 -2.5786 -1.4155 0.36 0.58 -0.17
```
Forces are in eV/Å.

Here are the Mulliken charges for atoms 1 to 4, given in e: -0.9750, 0.1646, -0.6539, 0.3335

---

Entry 4:
Formula: C6H11BrCl2N3S
Source: the Open Molecules 2025 dataset
Level of theory: ωB97M-V/def2-TZVPD

Net charge: +1
HOMO in eV: -12.88
E_tot in hartree: -4291.80774

```
24
Properties=species:S:1:pos:R:3:forces:R:3
N 0.2515 3.0040 -2.0286 -0.52 -0.34 0.18
C -0.5174 1.8546 -1.4991 0.49 0.59 0.39
C 0.4100 0.6529 -1.2261 -0.44 0.00 0.53
C 0.5767 0.4597 0.2459 0.04 -0.26 -0.90
C -0.0098 -0.4523 1.0571 0.58 0.83 -0.11
N 0.4621 -0.1510 2.3453 -0.52 -1.07 -0.08
S -0.0434 -1.0376 3.7329 -0.11 0.20 0.31
C 1.2846 0.8809 2.2846 0.61 0.88 0.42
Br 2.1545 1.7051 3.6866 -0.10 -0.19 -0.06
N 1.3861 1.2775 1.0172 -0.61 -0.68 0.13
H -0.4346 3.7162 -2.2577 0.12 0.12 -0.31
H 0.7409 3.4098 -1.2367 0.23 0.12 -0.12
H -1.3409 1.5892 -2.1501 0.11 -0.02 -0.36
H -0.9651 2.1638 -0.5514 -0.34 -0.30 0.11
H 1.3763 0.7893 -1.7033 0.06 0.05 -0.19
H -0.0288 -0.2732 -1.5841 -0.01 -0.05 -0.27
H -0.7254 -1.2355 0.7706 0.79 0.55 0.74
H 1.0983 -1.7148 3.9469 0.06 0.07 -0.21
H 1.9305 2.0482 0.6675 0.19 0.09 0.15
C -1.3779 -3.7899 -1.1072 0.04 -0.15 -0.13
Cl -2.0612 -2.5550 -0.0121 -0.56 -0.56 -0.31
Cl -2.5879 -4.3942 -2.2233 0.02 0.01 0.00
H -0.5704 -3.3380 -1.6713 -0.04 0.08 0.01
H -1.0086 -4.6098 -0.5035 -0.07 0.02 0.08
```
Forces are in eV/Å.

Here are the Mulliken charges for atoms 1 to 4, given in e: -0.6628, -0.4646, -0.6916, 0.2693